Entry 1:
Formula: C37H42As2BrN5O6S2SeSi2Sn
Source: the Open Molecules 2025 dataset
Level of theory: ωB97M-V with the def2-TZVPD basis set

Each line ends with the Löwdin charge.
Positions of all 99 atoms, in Å:
Sn -0.54 1.31 1.34  0.825
H -2.36 -2.56 0.38  0.004
Se 8.07 1.38 0.68  1.025
C -2.29 -1.93 -0.50  -0.227
H 1.26 -7.30 -2.07  0.086
C -6.51 0.75 0.98  -0.320
H -1.18 5.01 -0.35  -0.022
C -0.74 -0.48 3.23  -0.462
O 0.16 3.07 0.05  -0.573
N 2.07 0.89 2.25  0.095
C -0.31 -5.97 -2.65  -0.119
H -0.28 2.85 -6.00  0.095
H -6.66 -0.34 0.94  0.010
O -2.27 1.94 -0.33  -0.696
C 0.98 -4.08 -1.06  -0.314
C 4.35 1.37 -0.61  -0.109
C 4.25 1.51 -2.00  0.006
C 2.10 -2.69 1.62  -0.200
H -1.52 0.37 5.05  0.065
H -3.95 3.66 0.41  -0.018
C -4.72 3.09 0.92  -0.237
C -0.18 -3.74 -1.77  -0.309
C 3.19 -2.01 -1.09  -0.199
C -0.71 3.24 -2.67  -0.231
C 1.49 -5.36 -1.17  -0.109
H 1.14 0.70 4.02  0.064
C 1.17 3.68 -4.67  -0.094
N -0.61 -1.55 2.49  -0.028
H 0.13 -0.65 -3.40  0.008
H -3.91 0.91 -1.92  -0.007
C -0.83 -4.69 -2.54  -0.104
C 0.85 -6.30 -1.97  -0.121
H 5.16 1.69 -2.56  0.111
C 2.11 0.83 3.55  -0.135
O 0.48 5.41 -0.41  -0.303
O -3.53 3.28 -2.26  -0.477
Si 1.55 -2.45 -0.20  0.641
C -2.65 -4.12 4.30  -0.075
H 0.94 1.06 -2.22  0.094
S -3.62 0.04 1.93  0.167
H 1.92 -1.77 2.17  -0.012
H 3.02 -1.61 -2.08  0.015
H -2.00 2.54 -4.21  0.103
H -3.27 -4.40 3.45  0.070
H 2.42 4.41 -3.04  0.116
C 4.47 1.04 3.63  -0.007
C 3.02 1.43 -2.59  -0.038
N 1.98 0.99 -0.48  0.116
H 2.89 1.55 -3.65  0.106
H 5.43 1.10 4.13  0.106
C 3.21 1.04 1.57  -0.127
C -1.00 2.91 -3.99  -0.083
O 2.37 3.89 -0.56  -0.286
H 3.75 -1.27 -0.53  0.002
H -3.28 -4.02 5.18  0.060
H 3.17 -2.91 1.68  0.017
H -3.04 -2.27 -1.22  0.025
C -1.94 -2.82 4.00  -0.294
C -0.79 -0.81 -2.84  -0.196
C -1.18 -2.69 2.85  -0.169
C -4.77 0.58 -1.34  -0.246
Si -0.56 -1.91 -1.27  0.622
H -1.93 -4.92 4.47  0.066
C -2.04 -1.70 4.81  -0.082
H -0.80 -6.71 -3.27  0.088
H -7.22 1.23 0.31  0.007
H -1.52 -1.24 -3.52  0.024
C 5.61 1.37 0.06  -0.327
H 2.39 -5.64 -0.63  0.094
As -2.16 3.23 -1.38  0.805
N 6.88 1.22 2.01  -0.250
H -5.67 1.03 -1.76  0.027
C -1.43 -0.53 4.44  -0.170
H -2.57 -0.92 -0.19  -0.070
C 1.92 1.16 -1.77  -0.145
H 1.57 -3.49 2.13  0.011
H -2.62 -1.76 5.73  0.092
H 3.83 -2.89 -1.20  0.022
H -1.18 0.17 -2.53  0.003
C 0.53 3.74 -2.37  -0.288
H -5.70 3.48 0.64  0.031
C 4.46 1.12 2.24  -0.088
C -0.06 3.12 -4.98  -0.085
H 3.24 0.85 5.38  0.101
H -1.74 -4.44 -3.06  0.095
S 0.95 4.06 -0.68  0.457
C 5.67 1.24 1.48  -0.328
C 3.16 1.14 0.13  -0.179
O -2.09 4.73 -0.53  -0.236
N 6.78 1.46 -0.56  -0.243
C 3.28 0.90 4.30  -0.028
H 1.89 3.88 -5.45  0.096
C 1.47 3.99 -3.35  -0.083
Br -0.98 2.96 3.17  -0.009
H -4.86 -0.51 -1.35  0.025
H -4.58 3.18 2.01  0.039
As -4.62 1.20 0.51  0.708
H -1.02 -3.54 2.19  0.106
H -6.71 1.07 2.00  0.010

Calculated values
total charge	-2
HOMO energy	-0.0305	Eh
relative energy (zero: lowest compared OMol25 entry of this formula, charge and spin)	1.513	eV
multiplicity	1
E	-359112.706	eV
frontier orbital gap	3.81	eV



Entry 2:
Formula: C37H42AsClN5O3PS2Sn
Source: the Open Molecules 2025 dataset
Level of theory: ωB97M-V with the def2-TZVPD basis set

Each line ends with the Löwdin charge.
Positions of all 93 atoms, in Å:
Cl -0.31 0.54 -2.11  0.157
C -4.53 -2.59 -1.27  -0.076
C 1.21 4.13 1.82  -0.041
C 1.85 3.23 -3.19  -0.210
H 3.54 -4.68 0.82  0.114
H 5.20 -5.88 2.06  0.107
H -5.72 0.74 -1.57  0.126
C 5.24 1.10 -0.76  -0.029
H -0.45 -4.71 -2.04  0.083
C 2.91 -1.77 2.40  -0.327
H 1.57 5.85 0.59  0.113
H 6.22 1.33 -1.14  0.107
H 0.64 2.36 2.86  0.074
C 0.25 2.02 -5.58  -0.231
C 1.01 4.94 0.71  -0.057
H -3.98 -4.80 -2.51  0.075
C -4.72 3.44 0.18  -0.030
C -0.67 3.43 -0.08  -0.137
C 4.60 -3.00 3.57  -0.003
H 5.89 0.47 1.21  0.128
H 0.14 1.17 -6.26  0.052
H -3.43 -0.79 6.17  0.115
C -0.54 2.66 1.08  -0.345
C 4.53 -4.03 2.61  -0.310
H 0.50 2.90 -6.17  0.058
P -1.54 1.13 1.18  1.022
C -0.82 -3.83 -1.51  -0.117
H 2.99 0.58 -6.20  0.056
H 1.19 4.00 -3.60  0.054
H -0.17 -2.99 -1.77  0.016
H -3.05 -5.43 -1.16  0.097
H -1.40 3.15 -0.83  0.094
C 3.62 -3.90 1.56  -0.012
H -2.96 3.52 1.38  0.119
N 1.65 0.10 0.71  -0.233
H 3.58 2.23 -5.87  0.064
H -5.05 4.43 0.45  0.120
C 0.44 2.99 2.01  -0.079
C 3.26 1.29 -5.41  -0.206
C -5.48 2.66 -0.68  -0.031
C -3.07 -0.35 2.85  -0.098
H 5.28 -3.11 4.40  0.119
N -2.63 -1.32 -0.71  0.003
O 2.16 0.68 3.16  -0.257
Sn -0.30 -1.05 0.37  1.117
C -3.71 -0.61 -0.69  -0.351
S 1.11 -0.23 -3.32  0.248
C -2.98 -4.91 -2.11  -0.054
As 1.68 1.64 -4.32  0.910
H -5.19 -3.26 -0.73  0.145
N 5.35 -5.10 2.68  0.133
H -2.42 -5.54 -2.80  0.087
C -3.55 -0.87 4.04  -0.054
O 0.47 -0.95 2.52  -0.488
H -2.27 -3.02 -2.88  0.144
O -4.84 -1.25 -0.94  0.027
H -3.44 -0.75 1.91  0.092
N 2.87 0.98 -1.06  0.083
C 5.06 0.62 0.53  -0.071
C -5.09 1.36 -0.95  0.007
C -3.08 -0.37 5.24  -0.051
C -2.27 -3.56 -1.92  -0.383
H 5.90 -5.27 3.50  0.110
N 3.87 0.30 0.99  0.107
C -1.68 1.20 4.06  -0.062
H -4.28 -1.66 4.02  0.114
H 1.56 3.00 -2.17  0.005
H 2.88 3.59 -3.21  0.053
C -3.11 1.64 0.38  -0.286
H -1.77 1.04 6.19  0.116
C -3.55 2.92 0.70  -0.078
H -4.68 -2.71 -2.35  0.138
H 4.07 0.88 -4.81  0.040
C -2.14 0.70 2.85  -0.346
C 3.80 -1.89 3.46  -0.042
C 0.08 4.57 -0.25  -0.086
C 2.82 -2.78 1.47  -0.081
C -3.04 -2.73 -0.90  -0.296
H 4.12 1.64 -2.53  0.076
H -6.39 3.06 -1.11  0.120
C -2.15 0.66 5.25  -0.048
H 3.84 -1.09 4.19  0.121
H -0.95 1.99 4.10  0.098
H 1.96 4.38 2.55  0.119
S 1.84 -0.39 2.29  0.626
H -0.75 -4.04 -0.44  0.071
C 4.09 1.26 -1.51  -0.154
H -2.93 -3.21 0.08  0.154
H 2.11 -2.70 0.64  0.079
C 2.82 0.48 0.19  -0.487
C -3.91 0.82 -0.43  -0.124
H -0.68 2.18 -5.05  0.044
H -0.08 5.19 -1.12  0.108

Calculated values
total charge	+2
HOMO energy	-0.4405	Eh
relative energy (zero: lowest compared OMol25 entry of this formula, charge and spin)	2.546	eV
multiplicity	1
E	-162782.229	eV
frontier orbital gap	5.83	eV



Entry 3:
Formula: C37H42EuN7O5PS6
Source: the Open Molecules 2025 dataset
Level of theory: ωB97M-V with the def2-TZVPD basis set

Each line ends with the Löwdin charge.
Positions of all 99 atoms, in Å:
H -8.33 -1.23 1.07  0.077
H 0.78 6.40 0.33  0.126
S 3.00 2.27 0.10  0.660
O -3.75 -3.59 5.49  -0.082
S -0.43 2.22 -1.80  0.475
Eu 0.05 -0.01 -0.13  1.334
O 1.59 -2.69 -3.38  -0.389
N -1.05 -1.47 1.82  -0.004
C 3.00 3.93 -0.06  -0.762
C 4.35 0.39 5.28  -0.102
H 1.95 0.33 -4.79  0.053
H 4.92 6.65 -0.78  0.096
C 0.89 -4.94 -2.84  -0.093
C 1.83 -1.20 -6.31  -0.084
S -1.03 -1.84 -2.25  0.283
H 2.78 7.80 -0.25  0.089
H 4.53 -5.14 -0.28  0.111
P 0.74 -1.35 -3.02  -0.176
H -3.46 -2.68 5.60  0.085
C -1.71 4.43 1.36  -0.360
H 1.44 -4.13 -4.80  0.111
N -2.59 -0.16 -0.01  -0.051
H 5.03 4.16 -0.68  0.093
C 3.53 -4.75 -0.03  -0.275
H 1.46 1.62 3.05  0.027
S -0.67 2.04 1.68  0.551
H -4.02 -2.82 2.71  0.104
S 1.47 -2.70 0.04  0.675
H -3.35 -5.01 4.11  0.115
H 3.01 -6.40 1.27  0.056
C 4.06 6.06 -0.50  -0.083
N -1.82 5.55 -1.94  0.131
O 0.28 -0.82 -4.50  -0.373
C 4.74 -3.86 1.97  -0.223
H -7.31 0.54 0.12  0.121
H -0.11 -3.55 -4.14  0.075
H 2.52 -1.83 -5.74  0.065
H 2.51 -6.61 -0.41  0.061
C 2.96 0.13 3.34  -0.126
S 2.11 -0.13 -2.28  0.229
C 4.12 4.69 -0.44  -0.112
C -0.81 -2.98 3.67  -0.050
O 1.74 -0.09 1.32  -0.343
C -4.72 0.41 -0.95  -0.055
C -2.97 -2.61 2.74  0.010
H 0.50 -4.52 -1.92  0.031
H -5.14 -1.65 1.66  0.092
C -1.50 4.59 -1.38  -0.353
C -3.22 -0.96 0.91  -0.229
N -2.14 5.29 2.00  0.130
C -5.39 -0.38 0.00  -0.225
H 3.11 -4.26 -0.92  0.064
C -2.80 -4.22 4.64  -0.234
C 2.84 -2.68 1.05  -0.690
H 5.24 -2.89 2.06  0.105
H 1.64 -5.48 0.64  0.051
H 5.17 0.05 5.90  0.090
H 3.94 2.09 6.51  0.089
H 1.90 -5.29 -2.66  0.061
C -2.41 -1.68 1.84  -0.224
N 3.15 -1.79 1.99  0.088
H 4.52 -1.22 3.86  0.093
H 0.74 -1.90 2.71  0.066
H -2.82 1.09 -1.62  0.048
N 3.69 -3.74 0.99  -0.143
H 5.05 -4.29 4.06  0.064
C 1.18 -0.19 -5.37  -0.334
C 2.61 -5.89 0.40  -0.091
C 4.00 -0.32 4.15  -0.030
C -6.89 -0.47 -0.02  -0.231
H 2.09 2.89 5.08  0.101
H 2.39 -0.68 -7.09  0.064
C -4.63 -1.05 0.92  0.017
C 1.75 5.97 0.13  -0.072
H 3.49 -3.54 3.69  0.058
C 2.84 6.72 -0.20  -0.096
H 0.60 0.55 -5.93  0.117
H 0.27 -5.76 -3.18  0.071
H -7.22 -0.84 -1.00  0.120
C 2.62 1.99 4.82  -0.075
C -1.16 3.36 0.65  -0.809
O -7.37 -1.33 1.00  -0.073
H 1.02 4.07 0.44  0.085
C -1.08 3.43 -0.73  -0.803
H -5.27 0.94 -1.72  0.093
C 4.22 -4.27 3.35  -0.083
C 0.91 -3.83 -3.88  -0.349
C 2.56 -0.61 2.11  -0.470
H -0.15 -3.45 4.38  0.088
H -2.01 -4.69 5.25  0.106
C -0.32 -2.10 2.72  -0.191
C 3.66 1.54 5.62  -0.107
H 3.75 -5.25 3.32  0.058
N 1.84 4.63 0.21  0.077
C 2.27 1.29 3.68  -0.023
C -3.35 0.48 -0.90  -0.203
H 1.07 -1.83 -6.76  0.073
H 5.46 -4.61 1.61  0.109
C -2.18 -3.27 3.65  -0.243

Calculated values
total charge	-2
HOMO energy (spin up / spin down)	0.0023 / -0.0728	Eh
relative energy (zero: lowest compared OMol25 entry of this formula, charge and spin)	0.000	eV
⟨S²⟩	15.783
multiplicity	8
E	-153356.142	eV
frontier orbital gap (spin up / spin down)	3.91 / 5.95	eV